Entry from the Open Molecules 2025 dataset: a 15-piece molecular cluster, C36H96N6O15S9 overall (the ωB97M-V functional and the def2-TZVPD basis).

Kohn-Sham gap, eV: 8.5
E_LUMO, Eh: 0.0088
Strongest force on any atom, Eh/bohr: 0.0649
ΔE to the lowest compared entry with this formula, charge and spin, eV: 1.1833

Last columns: bonded neighbours and bond lengths (Å).
Atoms and positions in Å:
1 C -1.734 -5.023 1.216  O2 1.200, N3 1.344, H6 1.075
2 O -1.283 -4.279 0.388  C1 1.200
3 N -2.525 -4.701 2.254  C1 1.344, C4 1.460, C5 1.465
4 C -2.973 -5.749 3.166  N3 1.460, H7 1.099, H8 1.111, H9 1.047
5 C -3.159 -3.386 2.368  N3 1.465, H10 1.069, H11 1.065, H12 1.069
6 H -1.534 -6.079 1.209  C1 1.075
7 H -2.849 -5.385 4.195  C4 1.099
8 H -2.430 -6.670 2.865  C4 1.111
9 H -3.983 -6.002 3.053  C4 1.047
10 H -2.610 -2.632 1.845  C5 1.069
11 H -4.179 -3.407 2.061  C5 1.065
12 H -3.201 -3.170 3.414  C5 1.069
13 C -2.362 -1.513 6.064  O14 1.203, N15 1.366, H18 1.106
14 O -2.687 -2.416 5.337  C13 1.203
15 N -1.285 -0.688 5.907  C13 1.366, C16 1.417, C17 1.461
16 C -0.951 0.139 7.008  N15 1.417, H19 1.133, H20 1.090, H21 1.079
17 C -0.568 -0.608 4.636  N15 1.461, H22 1.067, H23 1.097, H24 1.103
18 H -2.889 -1.199 6.983  C13 1.106
19 H -0.912 1.246 6.767  C16 1.133
20 H 0.044 -0.097 7.386  C16 1.090
21 H -1.563 -0.113 7.860  C16 1.079
22 H -0.203 -1.550 4.295  C17 1.067
23 H -1.194 -0.086 3.901  C17 1.097
24 H 0.302 0.045 4.816  C17 1.103
25 C 1.801 -1.008 -4.998  O26 1.241, N27 1.344, H30 1.083
26 O 2.680 -1.837 -4.717  C25 1.241
27 N 1.081 -1.055 -6.132  C25 1.344, C28 1.446, C29 1.431
28 C -0.024 -0.174 -6.437  N27 1.446, H31 1.075, H32 1.128, H33 1.071
29 C 1.347 -2.072 -7.102  N27 1.431, H34 1.080, H35 1.074, H36 1.120
30 H 1.515 -0.208 -4.326  C25 1.083
31 H -0.907 -0.759 -6.626  C28 1.075
32 H 0.233 0.384 -7.384  C28 1.128
33 H -0.238 0.476 -5.613  C28 1.071
34 H 0.495 -2.376 -7.692  C29 1.080
35 H 2.022 -1.758 -7.876  C29 1.074
36 H 1.659 -2.999 -6.556  C29 1.120
37 C 1.080 0.101 1.085  O38 1.224, N39 1.337, H42 1.094
38 O 0.796 0.887 1.979  C37 1.224
39 N 0.264 -0.554 0.252  C37 1.337, C40 1.481, C41 1.470
40 C 0.910 -1.333 -0.828  N39 1.481, H43 1.063, H44 1.104, H45 1.089
41 C -1.202 -0.511 0.348  N39 1.470, H46 1.116, H47 1.098, H48 1.089
42 H 2.124 -0.185 0.926  C37 1.094
43 H 0.691 -0.854 -1.752  C40 1.063
44 H 0.547 -2.376 -0.835  C40 1.104
45 H 1.960 -1.461 -0.570  C40 1.089
46 H -1.509 -0.624 -0.719  C41 1.116
47 H -1.438 -1.471 0.824  C41 1.098
48 H -1.645 0.244 0.997  C41 1.089
49 C 3.408 5.216 -0.048  O50 1.225, N51 1.405, H54 1.082
50 O 3.315 4.955 1.146  C49 1.225
51 N 4.660 5.447 -0.642  C49 1.405, C52 1.449, C53 1.491
52 C 4.666 5.638 -2.078  N51 1.449, H55 1.097, H56 1.083, H57 1.092
53 C 5.848 5.268 0.241  N51 1.491, H58 1.092, H59 1.088, H60 1.109
54 H 2.536 5.192 -0.688  C49 1.082
55 H 5.055 6.610 -2.409  C52 1.097
56 H 3.643 5.617 -2.431  C52 1.083
57 H 5.191 4.806 -2.552  C52 1.092
58 H 6.657 5.933 -0.069  C53 1.092
59 H 5.433 5.450 1.231  C53 1.088
60 H 6.362 4.298 0.081  C53 1.109
61 C 6.663 0.116 -0.908  O62 1.257, N63 1.330, H66 1.062
62 O 6.796 1.242 -0.364  C61 1.257
63 N 5.574 -0.184 -1.608  C61 1.330, C64 1.448, C65 1.478
64 C 5.397 -1.463 -2.266  N63 1.448, H67 1.104, H68 1.052, H69 1.071
65 C 4.568 0.894 -1.718  N63 1.478, H70 1.053, H71 1.117, H72 1.077
66 H 7.337 -0.691 -0.754  C61 1.062
67 H 5.183 -1.340 -3.343  C64 1.104
68 H 4.635 -2.049 -1.842  C64 1.052
69 H 6.295 -2.046 -2.249  C64 1.071
70 H 3.800 0.428 -2.267  C65 1.053
71 H 4.028 1.244 -0.805  C65 1.117
72 H 4.989 1.762 -2.196  C65 1.077
73 C -0.748 4.223 -3.960  S74 1.811, H77 1.071, H78 1.101, H79 1.103
74 S -0.136 2.809 -3.008  C73 1.811, O75 1.519, C76 1.792
75 O -0.444 1.564 -3.824  S74 1.519
76 C 1.614 3.157 -3.169  S74 1.792, H80 1.099, H81 1.105, H82 1.082
77 H -1.807 4.106 -4.067  C73 1.071
78 H -0.366 4.317 -4.988  C73 1.101
79 H -0.357 5.187 -3.591  C73 1.103
80 H 2.142 2.323 -2.687  C76 1.099
81 H 1.901 4.084 -2.639  C76 1.105
82 H 1.790 3.117 -4.236  C76 1.082
83 C 0.518 -5.213 -2.315  S84 1.751, H87 1.114, H88 1.077, H89 1.111
84 S 1.571 -6.554 -2.714  C83 1.751, O85 1.497, C86 1.796
85 O 0.898 -7.215 -3.877  S84 1.497
86 C 2.862 -5.543 -3.447  S84 1.796, H90 1.042, H91 1.045, H92 1.080
87 H 0.328 -4.597 -3.224  C83 1.114
88 H 0.893 -4.520 -1.580  C83 1.077
89 H -0.363 -5.744 -1.896  C83 1.111
90 H 3.370 -6.226 -4.049  C86 1.042
91 H 3.441 -5.020 -2.753  C86 1.045
92 H 2.420 -4.773 -4.063  C86 1.080
93 C 5.034 -3.492 1.871  S94 1.857, H97 1.092, H98 1.107, H99 1.107
94 S 3.379 -3.892 1.128  C93 1.857, O95 1.494, C96 1.760
95 O 3.609 -3.799 -0.345  S94 1.494
96 C 3.410 -5.629 1.405  S94 1.760, H100 1.065, H101 1.075, H102 1.040
97 H 5.206 -2.428 1.696  C93 1.092
98 H 5.724 -4.185 1.352  C93 1.107
99 H 5.202 -3.530 2.965  C93 1.107
100 H 3.451 -5.835 2.448  C96 1.065
101 H 4.273 -6.099 0.967  C96 1.075
102 H 2.527 -5.985 0.986  C96 1.040
103 C 1.306 -4.872 5.050  S104 1.869, H107 1.130, H108 1.080, H109 1.089
104 S 2.914 -4.030 5.496  C103 1.869, O105 1.512, C106 1.833
105 O 3.815 -4.839 4.590  S104 1.512
106 C 2.570 -2.533 4.495  S104 1.833, H110 1.091, H111 1.091, H112 1.060
107 H 1.288 -4.727 3.929  C103 1.130
108 H 0.386 -4.547 5.513  C103 1.080
109 H 1.318 -5.960 5.098  C103 1.089
110 H 1.845 -1.897 5.005  C106 1.091
111 H 2.115 -2.882 3.566  C106 1.091
112 H 3.485 -2.007 4.396  C106 1.060
113 C -1.950 3.902 -0.176  S114 1.894, H117 1.098, H118 1.092, H119 1.090
114 S -0.119 4.265 0.147  C113 1.894, O115 1.499, C116 1.844
115 O 0.136 5.494 -0.672  S114 1.499
116 C -0.083 4.637 1.952  S114 1.844, H120 1.094, H121 1.092, H122 1.133
117 H -2.480 4.863 -0.139  C113 1.098
118 H -2.360 3.277 0.621  C113 1.092
119 H -1.996 3.288 -1.076  C113 1.090
120 H -0.660 5.543 2.159  C116 1.094
121 H 0.984 4.755 2.153  C116 1.092
122 H -0.460 3.723 2.506  C116 1.133
123 C -4.701 1.024 -4.643  S124 1.801, H127 1.111, H128 1.083, H129 1.112
124 S -3.497 0.951 -3.306  C123 1.801, O125 1.480, C126 1.893
125 O -3.475 2.298 -2.693  S124 1.480
126 C -4.568 -0.130 -2.179  S124 1.893, H130 1.076, H131 1.051, H132 1.080
127 H -4.191 1.553 -5.476  C123 1.111
128 H -5.619 1.537 -4.382  C123 1.083
129 H -4.939 0.008 -5.028  C123 1.112
130 H -3.900 -0.789 -1.653  C126 1.076
131 H -5.156 -0.700 -2.838  C126 1.051
132 H -5.098 0.544 -1.522  C126 1.080
133 C -5.455 3.875 -0.767  S134 1.841, H137 1.071, H138 1.084, H139 1.092
134 S -6.374 3.752 -2.357  C133 1.841, O135 1.499, C136 1.814
135 O -6.796 2.322 -2.511  S134 1.499
136 C -7.863 4.704 -1.951  S134 1.814, H140 1.055, H141 1.068, H142 1.106
137 H -6.082 3.345 -0.079  C133 1.071
138 H -5.448 4.942 -0.574  C133 1.084
139 H -4.438 3.499 -0.900  C133 1.092
140 H -7.666 5.739 -1.893  C136 1.055
141 H -8.306 4.389 -1.031  C136 1.068
142 H -8.442 4.365 -2.829  C136 1.106
143 C -8.980 1.686 0.253  S144 1.790, H147 1.044, H148 1.105, H149 1.108
144 S -8.177 1.356 1.819  C143 1.790, O145 1.487, C146 1.848
145 O -7.482 2.621 2.178  S144 1.487
146 C -9.705 1.450 2.854  S144 1.848, H150 1.051, H151 1.051, H152 1.111
147 H -9.669 2.471 0.226  C143 1.044
148 H -9.399 0.733 -0.116  C143 1.105
149 H -8.114 2.028 -0.346  C143 1.108
150 H -10.076 2.412 2.656  C146 1.051
151 H -9.427 1.338 3.862  C146 1.051
152 H -10.434 0.648 2.610  C146 1.111
153 C 5.166 2.208 2.538  S154 1.809, H157 1.124, H158 1.090, H159 1.074
154 S 3.684 1.174 2.609  C153 1.809, O155 1.513, C156 1.781
155 O 4.253 -0.147 3.079  S154 1.513
156 C 2.884 1.941 4.003  S154 1.781, H160 1.043, H161 1.069, H162 1.087
157 H 5.645 2.104 3.549  C153 1.124
158 H 4.804 3.223 2.375  C153 1.090
159 H 5.819 1.771 1.806  C153 1.074
160 H 2.064 1.369 4.300  C156 1.043
161 H 2.658 2.965 3.799  C156 1.069
162 H 3.549 1.866 4.860  C156 1.087